A 2-piece molecular cluster, C2H4NO3 overall at a distorted geometry, computed with ωB97M-V with the def2-TZVPD basis set.

Summary:
* <S²>: 2.0090
* max |F|: 4.2 eV Å⁻¹
* HOMO (alpha / beta): -2.2 / -3.9 eV
* E: -9767.534 eV
* net charge: -1
* 2S+1: 3

Each line ends with the Löwdin charge.
Atoms and positions in Å:
C -1.82 0.10 0.13  -0.579
C 1.42 0.30 -0.12  -0.167
N 0.59 -0.69 -0.58  -0.175
O 0.27 -1.47 0.36  -0.106
O -2.94 0.58 0.50  -0.149
O -1.05 0.42 -0.81  -0.104
H -1.58 -0.88 0.59  0.089
H 1.09 1.25 -0.51  0.080
H 1.68 0.32 0.92  0.079
H 2.34 0.07 -0.49  0.031